No. 1
# C30H74Cl6N8O8

A cluster of 10 separate species, C30H74Cl6N8O8 in total (ωB97M-V with the def2-TZVPD basis set, the Open Molecules 2025 dataset).

Structure (XYZ):
```
126
Properties=species:S:1:pos:R:3:forces:R:3
C -1.585340 0.671478 4.143044 -0.3423 -0.1702 -0.7771
O -1.942310 0.687930 5.493064 0.1404 -0.2211 0.0902
C -1.231134 1.661285 6.221022 -0.4724 0.7485 0.0976
C -1.554430 1.512566 7.697031 0.3233 0.0183 0.1881
C -1.014829 0.211534 8.283502 -0.3412 -0.1765 -0.3044
N -3.006352 1.676877 7.888087 0.2314 -0.2460 -0.2375
H -0.518065 0.478964 3.978018 -0.0101 0.0257 0.1854
H -1.852383 1.595464 3.607546 0.1171 0.1068 0.2858
H -2.157482 -0.124095 3.661350 0.1200 -0.0877 0.0654
H -0.159451 1.615472 6.005698 0.0664 -0.1391 0.1635
H -1.579441 2.663299 5.917715 0.1462 -0.1045 -0.0957
H -1.030376 2.337122 8.197578 -0.1699 0.0371 -0.0192
H -1.433781 -0.633534 7.731212 0.0452 -0.0220 0.0396
H -1.333809 0.119741 9.322951 0.1892 -0.0191 0.0678
H 0.072304 0.157129 8.214708 0.0218 0.0364 0.1131
H -3.285911 1.186526 8.730824 -0.0171 0.1410 0.0551
H -3.462283 1.177607 7.127053 -0.0267 0.0864 0.0719
C 2.691156 -4.216179 0.084454 0.0234 -0.4345 -0.6755
O 3.534143 -3.227872 -0.457507 0.2199 0.0035 -0.0113
C 3.085496 -1.923930 -0.167761 -0.6944 -0.0631 -0.1188
C 4.102301 -0.949022 -0.681119 1.1953 -0.1308 -0.1060
C 3.855803 0.471203 -0.237445 -0.3175 0.9316 -0.5921
N 4.171028 -1.055572 -2.160025 -0.5352 -0.1075 0.2052
H 2.621972 -4.147537 1.174132 -0.1095 0.0964 0.0364
H 3.134455 -5.181224 -0.177212 0.0049 0.1222 0.1374
H 1.697094 -4.187798 -0.379875 0.1032 0.1578 0.2632
H 2.124842 -1.728758 -0.668520 0.0280 -0.0899 0.1321
H 2.888683 -1.840001 0.909650 0.2618 0.2470 0.0354
H 5.075768 -1.269151 -0.267801 -0.1953 0.0614 0.1065
H 2.886859 0.865691 -0.565982 -0.0921 -0.3894 0.0937
H 4.553321 1.166887 -0.715282 0.2616 -0.2347 0.1530
H 3.931887 0.627965 0.835241 0.0555 -0.1739 0.0625
H 4.106655 -2.041700 -2.399926 0.0594 0.0389 0.0458
H 5.069269 -0.744184 -2.507015 0.0244 0.1384 0.1098
C 0.828411 -6.899574 -0.281900 -0.2513 -0.0285 -0.2298
O 0.265934 -5.922870 0.553926 -0.2714 -0.0241 -0.0191
C -1.002307 -5.465993 0.091003 0.6353 -0.2160 -0.2117
C -1.462023 -4.360868 1.007976 -0.5884 0.2665 -0.0640
C -2.871012 -3.918289 0.626218 0.1614 0.3930 0.2358
N -0.566276 -3.209235 0.934815 -0.1848 -0.0803 0.6140
H 0.187856 -7.791864 -0.339122 0.1615 -0.0130 0.1481
H 1.804081 -7.141479 0.130825 0.0001 -0.2000 -0.0468
H 0.949120 -6.541825 -1.317582 0.0667 0.1152 0.1454
H -0.871989 -5.020112 -0.911580 -0.1113 -0.1856 0.0012
H -1.691575 -6.319523 0.017016 -0.0741 0.1306 0.1055
H -1.497251 -4.723982 2.038777 0.2010 -0.0409 -0.0108
H -3.596972 -4.728664 0.695487 0.0230 -0.0223 -0.1900
H -2.871366 -3.464171 -0.368989 -0.0903 -0.2635 -0.0892
H -3.189336 -3.125146 1.305803 0.0062 -0.0658 0.0478
H 0.358693 -3.500783 1.234777 -0.0757 0.1607 -0.1805
H -0.512435 -2.892594 -0.025698 0.2217 -0.0144 -0.0679
C -2.960216 -2.012111 -6.113170 0.1045 -0.4338 -0.2977
O -2.894732 -0.681520 -5.708311 0.0152 0.4285 0.2687
C -1.599935 -0.295643 -5.312223 -0.1260 0.0533 0.0968
C -1.581458 1.214723 -5.098869 0.4760 0.1698 0.6076
C -2.143769 1.983650 -6.258134 -0.9714 0.0824 -0.6284
N -0.187318 1.616394 -4.863605 0.0365 -0.5036 -0.1878
H -2.531498 -2.699295 -5.371181 -0.0578 0.0649 0.0590
H -2.420804 -2.154208 -7.062930 -0.0564 -0.0573 0.0926
H -4.008314 -2.257274 -6.258425 -0.0436 -0.0699 -0.0291
H -1.350428 -0.788683 -4.354597 0.1159 -0.0257 -0.1727
H -0.855269 -0.598344 -6.065836 -0.0619 0.1726 0.0203
H -2.155904 1.411581 -4.178042 -0.2879 -0.0840 -0.2829
H -2.241545 3.058645 -6.079233 0.4457 -0.0203 0.1151
H -3.168801 1.672763 -6.485771 0.1471 -0.1994 0.1388
H -1.571267 1.812441 -7.171605 0.1899 0.1053 0.1023
H 0.108537 1.209488 -3.984314 0.1928 0.1647 -0.1095
H -0.091180 2.620862 -4.800903 -0.0754 0.0399 0.0639
Cl 0.109011 1.257577 -1.573584 0.0136 0.1860 0.2523
C -0.607192 0.566036 -0.092713 -0.1584 -0.4656 -0.3271
Cl -1.929466 1.549087 0.484099 0.0778 0.2415 0.0431
Cl 0.574747 0.302212 1.166023 0.1647 -0.0165 0.0586
H -0.984598 -0.399364 -0.413346 -0.0859 -0.0635 0.2114
Cl -5.941718 -2.302981 -0.107724 0.0408 -0.1034 0.0276
C -5.111463 -0.750577 -0.087246 -0.3578 0.3366 0.3221
Cl -3.779578 -0.724360 -1.232933 0.0801 -0.1328 -0.0716
Cl -4.605516 -0.310348 1.561122 0.0326 -0.2382 -0.2110
H -5.832127 0.003383 -0.374736 0.1156 0.0919 -0.2587
C 1.969398 -1.925224 -4.917293 0.3144 0.6202 -0.3314
N 1.165948 -2.612567 -3.943004 -0.4224 0.1030 0.1842
C 0.496797 -3.818441 -4.368216 -0.0429 -0.4739 0.3765
C 0.811224 -1.986946 -2.806492 0.2731 0.2582 0.0563
O 0.114330 -2.444028 -1.914717 -0.3885 -0.1230 -0.1410
H 2.515157 -1.103371 -4.450113 -0.0113 -0.1433 0.1615
H 1.370336 -1.471436 -5.715932 -0.0384 -0.2710 -0.0278
H 2.704725 -2.603300 -5.351213 -0.0610 -0.0527 -0.0355
H -0.162868 -3.613407 -5.214562 0.1762 -0.0824 -0.1597
H 1.229138 -4.595967 -4.596933 -0.0401 0.1077 -0.3245
H -0.115014 -4.218143 -3.561599 -0.0051 0.2403 0.1228
H 1.237017 -0.976915 -2.720803 0.1949 -0.0956 -0.0762
C -2.841188 4.028581 -2.950381 -0.4815 0.2719 -0.3723
N -3.846582 3.481277 -2.066095 0.0284 0.1812 0.0201
C -3.991387 4.102763 -0.767614 0.0450 -0.0701 0.1263
C -4.694560 2.505523 -2.452715 0.2451 -0.0496 -0.0687
O -5.598558 2.062474 -1.774222 -0.1990 -0.1456 0.1070
H -3.141234 5.029237 -3.291338 0.0860 -0.0486 0.1143
H -2.769644 3.407059 -3.843280 0.1519 -0.0293 0.1370
H -1.871100 4.121587 -2.463332 0.0414 -0.2274 0.0733
H -4.919645 3.784966 -0.302682 -0.0443 -0.0870 -0.0927
H -3.161883 3.786233 -0.135947 0.0317 0.2378 0.1334
H -3.996312 5.190574 -0.855349 0.0600 -0.0069 -0.0583
H -4.467017 2.123479 -3.463084 -0.0501 0.0120 0.0007
C 2.042888 5.857456 0.237158 0.0282 0.5252 0.5441
N 2.643689 4.627160 0.699345 -0.3701 0.0437 -0.2065
C 1.767841 3.504840 0.931823 -0.3338 -0.3195 -0.2287
C 3.949194 4.527675 1.003394 -0.1601 0.7399 -0.3660
O 4.495753 3.525373 1.398158 0.4389 -0.5063 0.3157
H 1.440368 6.324698 1.029488 -0.0448 -0.2210 -0.1003
H 1.396440 5.705438 -0.626296 0.1113 -0.1527 -0.0947
H 2.811349 6.592214 -0.008273 0.0587 -0.1811 -0.1558
H 2.297534 2.759659 1.515669 -0.0231 0.1489 -0.0202
H 0.862248 3.831717 1.448762 0.1087 -0.0348 0.1585
H 1.452359 3.009230 0.004945 0.1597 0.2707 -0.0039
H 4.478516 5.485840 0.837106 0.0785 -0.1471 0.0410
C 4.332245 1.118773 3.570822 0.0261 0.1917 0.0350
N 3.573891 2.052326 4.375224 -0.0882 0.0192 0.1136
C 4.329527 2.802902 5.346067 0.3798 0.2794 0.0735
C 2.306983 2.401246 4.053988 0.9577 -0.5421 -0.2686
O 1.670372 3.271513 4.593540 -0.6702 0.4507 0.1830
H 4.912941 1.653058 2.812976 -0.0439 -0.1173 -0.0119
H 3.651241 0.413946 3.097532 0.0537 -0.0769 -0.0633
H 5.016539 0.580252 4.224987 -0.0351 -0.1856 -0.0338
H 5.205239 3.252478 4.862532 -0.0632 -0.0376 0.0242
H 3.731763 3.603388 5.768548 -0.1899 -0.0530 -0.0418
H 4.688280 2.161551 6.155280 -0.0644 -0.0545 -0.0382
H 1.950272 1.791951 3.202136 -0.2888 0.0112 0.2614
```
Forces are in eV/Å.

LUMO energy   0.012 hartree
SMILES   COC[C@H](C)N.COC[C@H](C)N.COC[C@H](C)N.COC[C@H](C)N.ClC(Cl)Cl.ClC(Cl)Cl.CN(C)C=O.CN(C)C=O.CN(C)C=O.CN(C)C=O
Orbital gap   9.19 eV
Highest occupied orbital energy   -8.9 eV

No. 2
# C30H74MnO19P3

A structure of composition C30H74MnO19P3 (ωB97M-V with the def2-TZVPD basis set, the Open Molecules 2025 dataset).

Structure (XYZ):
```
127
Properties=species:S:1:pos:R:3:forces:R:3
Mn 1.395171 -1.916673 -2.662954 -1.0946 1.9711 1.8695
O 0.221969 -1.401150 -1.235889 0.8277 -1.2969 -1.7242
H 0.094861 -0.834875 -0.483411 0.1262 0.1664 0.2784
C 6.268647 -0.818112 7.443419 -0.5426 0.4163 -0.5759
O 5.194983 -0.729414 6.523953 -1.3642 0.9892 0.3880
C 5.522877 -0.349297 5.203534 0.3876 -0.5835 0.4371
C 4.299853 -0.362172 4.326870 -1.2833 -0.5869 -0.1168
O 3.810139 -1.685515 4.220934 -0.0462 -0.2161 -0.7171
C 2.453193 -1.762023 3.813719 -0.0527 0.5371 0.0416
C 1.994263 -3.181914 3.793227 -0.2556 -1.2601 2.1741
O 2.032340 -3.895643 2.595963 0.2526 0.3881 -0.6067
C 0.889136 -3.802802 1.775154 -0.0319 -1.0835 0.0100
H 6.821884 0.126546 7.457665 0.5317 -0.2895 -0.2812
H 6.825322 -1.716136 7.166224 0.6023 0.2444 0.3919
H 5.851980 -0.881975 8.446872 -0.1677 -0.4377 -0.1066
H 6.256033 -1.123072 4.949316 0.1164 0.3493 -1.0896
H 5.943621 0.657248 5.088175 0.3192 -0.0040 0.4810
H 4.441753 0.072905 3.327955 0.6828 -0.2024 0.0478
H 3.460933 0.245825 4.701452 0.4163 0.1876 0.6478
H 2.229650 -1.330214 2.826163 0.4558 0.2614 -0.1363
H 1.860240 -1.196498 4.539153 -0.1490 0.0458 0.0523
H 1.041449 -3.295475 4.330749 -0.4283 0.3409 -0.7222
H 2.619399 -3.717878 4.521799 0.4158 0.0248 -0.4544
H 1.144492 -4.353712 0.868771 0.1117 0.3606 -0.2499
H 0.532240 -2.799002 1.548730 0.2144 0.1511 0.0359
H 0.065598 -4.391120 2.190948 -0.1644 0.2971 0.3202
C -4.525843 -4.128116 0.802219 1.1273 -1.5163 -0.7569
O -3.851769 -3.286863 1.696042 -0.6028 -0.1044 0.4795
C -3.261964 -4.051380 2.787911 -0.3410 1.5785 -1.6213
C -2.744100 -3.046814 3.783190 0.0141 -0.4296 1.3430
O -1.549298 -2.370728 3.452297 -0.3661 -0.1830 -1.2014
C -1.680553 -1.460936 2.360518 0.1024 0.9477 0.8376
C -2.720550 -0.365741 2.632592 -0.2086 -0.2680 0.8680
O -2.729442 0.052979 4.006059 0.1181 0.7285 -1.1199
C -2.380180 1.416760 4.190012 0.2976 -0.5740 1.1608
H -3.785549 -4.748908 0.260301 0.1107 0.3443 -0.2424
H -5.092223 -3.596071 0.044236 -0.1474 0.3312 0.3362
H -5.099738 -4.949097 1.251912 -0.5565 0.6492 0.4799
H -2.450137 -4.608389 2.313024 0.0232 -0.5067 0.4956
H -4.077064 -4.656449 3.184202 0.3489 -0.3437 0.3636
H -2.513124 -3.585342 4.708173 0.1393 -0.0735 -0.0952
H -3.518872 -2.339618 4.093915 -0.1331 0.0210 -0.3601
H -1.948669 -1.874000 1.385433 0.1448 -0.5439 0.1173
H -0.687962 -1.008472 2.298643 0.0549 0.0740 -0.0743
H -3.728560 -0.750247 2.478000 0.0497 -0.0258 -0.5014
H -2.518742 0.480109 1.972235 -0.1613 -0.0255 -0.1255
H -2.881962 2.198841 3.612449 -0.4328 -0.5264 -0.4236
H -1.302266 1.560886 4.064800 0.0966 -0.0032 0.0129
H -2.643212 1.576064 5.236148 0.2482 0.3727 0.0047
C -0.220563 2.348295 1.089761 -0.0351 0.3455 0.8556
C 0.687031 3.429205 1.737674 -0.4017 -1.1008 -2.1143
O -0.162290 4.531658 1.997808 0.0739 1.3452 0.9026
P 0.510922 5.957785 2.441894 -0.2178 -0.6157 -1.0885
O 1.920809 6.037352 2.069501 0.4045 -0.2059 0.3596
O 0.127231 6.116004 3.960054 -0.3424 0.4414 0.0534
C 0.153620 5.024829 4.877524 0.3047 -1.4162 0.2988
C -1.206346 4.368376 5.035248 0.1041 0.6799 -0.1896
O -0.367375 7.044420 1.692163 -0.8098 -0.6769 0.5830
C 0.225057 8.293267 1.353796 1.1489 0.7833 -1.2990
C -0.627912 9.183700 0.479391 -1.5793 0.6006 0.2368
H 0.221399 1.351440 1.055620 0.2552 0.0823 0.1368
H -1.101299 2.280241 1.728690 -0.1863 -0.1191 -0.2336
H -0.512910 2.616399 0.076417 -0.0618 0.2011 0.0435
H 1.208011 3.017676 2.599889 -0.0545 0.3087 0.2802
H 1.385533 3.712293 0.950163 0.4883 0.1610 0.4144
H 0.886025 4.286432 4.536685 0.0844 0.0715 0.0165
H 0.485042 5.340227 5.865805 0.1420 0.6033 -0.2624
H -1.884183 5.188209 5.281408 -0.3614 -0.3007 -0.1047
H -1.496873 3.862172 4.116292 -0.1665 0.2214 0.0578
H -1.210378 3.652746 5.855871 0.1379 0.0201 0.0330
H 0.491736 8.866640 2.242627 0.0062 -0.2586 0.1389
H 1.127367 8.081170 0.774679 0.2010 -0.0482 0.4075
H -1.548981 9.457278 1.007342 0.0140 -0.1021 0.0186
H -0.157516 10.147340 0.275387 0.4838 -0.1651 0.3038
H -0.963967 8.856709 -0.506275 0.3625 -0.7267 0.1494
C -0.592645 -2.344035 -7.185352 0.5487 -0.0356 -0.0486
C -1.590232 -3.286050 -7.831775 -0.7001 0.1106 -0.4051
O -2.618283 -3.695117 -6.904966 0.1102 -0.3491 0.5365
P -2.307512 -4.774898 -5.771733 -0.3049 -0.4404 0.2908
O -1.496283 -5.929190 -6.182064 0.2072 1.0237 0.2730
O -1.703095 -3.896183 -4.545217 0.3825 -0.9315 -0.9726
C -2.302578 -2.719638 -4.039054 0.4765 1.6893 0.2393
C -2.606733 -2.936850 -2.569460 -1.4614 -0.2906 -0.7810
O -3.757715 -5.186645 -5.271308 0.7096 0.6686 0.4060
C -4.628693 -5.909082 -6.150256 -0.7898 -0.0287 -0.6263
C -5.761678 -5.016303 -6.576947 -1.5590 0.3152 0.0442
H 0.229593 -2.862980 -6.685279 -0.2541 -0.2421 0.1766
H -0.084000 -1.707624 -7.911766 -0.2996 0.0026 -0.1944
H -1.101891 -1.705821 -6.463858 -0.0330 0.0694 -0.0440
H -2.196704 -2.785166 -8.588699 0.3797 0.1794 -0.0688
H -1.167955 -4.176100 -8.300256 0.2656 0.0854 0.2029
H -1.655415 -1.818093 -4.063315 0.9258 -0.6912 -0.2860
H -3.043290 -2.324810 -4.742849 -0.8636 -0.7094 0.5898
H -3.322362 -3.762651 -2.584097 0.0920 -0.0719 0.6574
H -1.723118 -3.175634 -1.984282 0.0686 -0.0683 -0.1347
H -3.092463 -2.065182 -2.129141 0.0582 0.0248 -0.0179
H -4.077097 -6.314861 -6.998985 0.1041 0.0314 0.0663
H -5.090080 -6.740867 -5.617773 0.5012 -0.0351 0.2948
H -6.592607 -5.559410 -7.042430 0.5280 -0.4156 -0.3866
H -6.320168 -4.642640 -5.711600 0.5737 0.2761 0.2333
H -5.545659 -4.175535 -7.234369 0.4400 -0.0687 0.0986
C 3.495719 3.022118 -5.444224 0.1103 0.8013 0.1603
C 4.074876 1.822504 -4.699795 0.4357 0.5030 0.5260
O 3.802072 2.014703 -3.268162 -1.9921 -1.4179 0.4471
P 2.409458 1.441933 -2.675589 1.6617 2.9703 0.2350
O 2.248490 -0.020865 -2.870909 -0.3364 -1.2867 -0.7730
O 2.522724 1.887065 -1.170577 -0.2888 -0.7951 -0.6749
C 2.963823 0.962929 -0.145994 1.0925 -0.3260 0.5456
C 3.940692 1.657557 0.766196 -0.2438 0.5357 0.5601
O 1.326233 2.437563 -3.262227 0.4807 -0.7855 0.8153
C 0.110197 2.195130 -3.958177 -0.0866 -1.6475 -2.4303
C -0.665533 0.935044 -3.579878 -0.3759 1.1900 0.5769
H 3.627549 3.906883 -4.815185 0.2288 -0.1650 0.1943
H 3.986393 3.318629 -6.370851 0.1171 -0.6219 -0.1190
H 2.418871 3.029580 -5.614049 0.0383 -0.6065 -0.0964
H 3.777086 0.820499 -5.011929 -0.4565 0.1455 -0.1101
H 5.161312 1.775253 -4.653731 0.0374 0.3877 -0.6284
H 2.088349 0.653559 0.417241 -0.0597 -0.1045 -0.1059
H 3.496677 0.080379 -0.509661 -0.4884 0.0238 -0.6963
H 3.368385 2.430635 1.282554 0.5077 0.1961 0.1821
H 4.363201 0.967239 1.497390 -0.4060 -0.1447 0.0344
H 4.824496 2.083635 0.293392 -0.3150 0.1422 -0.4508
H -0.475479 3.104961 -4.047447 0.1010 0.0895 0.7884
H 0.380443 1.945504 -4.997895 0.2350 0.6424 0.0264
H -1.644871 0.992606 -4.058487 -0.0640 0.1242 0.1435
H -0.209195 0.045245 -4.006969 0.2654 -0.1001 0.3992
H -0.792707 0.932915 -2.496378 -0.1046 -0.6713 -0.0626
```
Forces are in eV/Å.

LUMO energy (spin up / spin down)   -0.190 / -0.195 hartree
ΔE to the lowest compared entry with this formula, charge and spin   3.399 eV
Total charge   +1
Orbital gap (spin up / spin down)   5.96 / 5.80 eV
Highest occupied orbital energy (spin up / spin down)   -11.1 / -11.1 eV
2S+1   6